Computed, not measured: an isolated ion of composition C9H13N2O and charge +1 in a non-equilibrium geometry, with ωB97M-V with the def2-TZVPD basis set.

Last columns: bonded neighbours and bond lengths (Å).
CARTESIAN COORDINATES (ANGSTROEM)
1 N -0.358 -1.524 -0.191  H3 0.968, C8 1.441, C13 1.372
2 H -3.181 -1.644 0.267  C7 1.038
3 H -0.952 -2.284 -0.279  N1 0.968
4 H 0.567 2.114 1.869  C11 1.169
5 H -3.888 -0.446 1.146  C7 1.007
6 H 3.077 0.609 -0.913  C25 1.102
7 C -3.130 -0.636 0.511  H2 1.038, H5 1.007, N10 1.429, O12 1.359
8 C 1.021 -1.509 -0.610  N1 1.441, H22 1.032, H23 1.115, C24 1.553
9 H -0.180 2.986 0.440  C11 1.080
10 N -3.198 0.199 -0.647  C7 1.429, C19 1.188
11 C 0.215 2.032 0.757  H4 1.169, H9 1.080, C17 1.417, C18 1.546
12 O -1.962 -0.458 1.181  C7 1.359, C13 1.369
13 C -0.840 -0.385 0.400  N1 1.372, O12 1.369, C17 1.354
14 H -2.121 1.588 -1.903  C19 1.025
15 H 1.232 1.658 -1.152  C18 0.994
16 H 3.150 -1.374 0.257  C24 1.090
17 C -0.129 0.757 0.244  C11 1.417, C13 1.354, C18 1.464
18 C 1.147 1.293 -0.231  C11 1.546, H15 0.994, C17 1.464, C25 1.534
19 C -2.424 0.921 -1.187  N10 1.188, H14 1.025
20 H 2.917 1.150 0.785  C25 1.037
21 H 1.785 -1.113 1.391  C24 1.193
22 H 1.378 -2.462 -0.784  C8 1.032
23 H 1.227 -1.145 -1.643  C8 1.115
24 C 2.157 -0.924 0.273  C8 1.553, H16 1.090, H21 1.193, C25 1.578
25 C 2.490 0.596 0.019  H6 1.102, C18 1.534, H20 1.037, C24 1.578

As for the SMILES: C#[N+]COC1=C2C[C@H]2CCCN1. The HOMO energy (alpha / beta) is -0.447 / -0.447 Ha. Its lowest unoccupied orbital energy (alpha / beta) is -4.799 / -4.800 eV. The value obtained for the frontier orbital gap (alpha / beta) is 0.27110 / 0.27106 Eh. Its net charge is +1.

Atomic partial charges in e from the Löwdin method, atoms 1 to 4: N 0.109; H 0.133; H 0.127; H 0.165

***

Computed, not measured: C6H10 in the gas phase in a non-equilibrium geometry, with ωB97M-V with the def2-TZVPD basis set.

Last columns: bonded neighbours and bond lengths (Å).
CARTESIAN COORDINATES (ANGSTROEM)
1 H -1.373 -0.207 1.615  C15 1.087
2 H -0.061 2.101 -0.130  C6 1.097
3 C -1.616 -0.750 -0.501  C5 1.224, C15 1.417
4 H 1.414 -1.343 -0.784  C14 1.094
5 C -1.986 -1.143 -1.600  C3 1.224, H12 1.070
6 C 0.477 1.657 0.716  H2 1.097, H10 1.101, C13 1.551, H16 1.096
7 H 0.749 0.092 -1.581  C14 1.096
8 H 2.295 0.196 -0.719  C14 1.098
9 H -1.341 -1.664 0.633  C15 1.241
10 H 1.485 2.100 0.730  C6 1.101
11 H 1.136 -0.245 1.446  C13 1.097
12 H -2.119 -2.109 -2.041  C5 1.070
13 C 0.557 0.113 0.586  C6 1.551, H11 1.097, C14 1.529, C15 1.576
14 C 1.296 -0.259 -0.699  H4 1.094, H7 1.096, H8 1.098, C13 1.529
15 C -0.888 -0.510 0.691  H1 1.087, C3 1.417, H9 1.241, C13 1.576
16 H -0.025 1.971 1.639  C6 1.096

As for the SMILES: C#CCC(C)C. The HOMO energy is -0.324 Ha. Its lowest unoccupied orbital energy is 0.932 eV. The value obtained for the frontier orbital gap is 0.35858 Eh.

Atomic partial charges in e from the Löwdin method, atoms 1 to 4: H 0.108; H 0.084; C -0.248; H 0.081

***

Computed, not measured: C3H2Cl2F2 in the gas phase in a non-equilibrium geometry, with ωB97M-V with the def2-TZVPD basis set.

Last columns: bonded neighbours and bond lengths (Å).
CARTESIAN COORDINATES (ANGSTROEM)
1 Cl 0.527 1.484 -1.919  C5 1.756
2 H 1.357 -1.391 0.972  C8 1.155
3 H 0.582 -0.284 2.298  C8 1.103
4 Cl -2.040 0.185 -1.428  C5 1.773
5 C -0.291 0.138 -1.143  Cl1 1.756, Cl4 1.773, F7 1.359, C9 1.635
6 F -0.908 1.194 1.060  C9 1.361
7 F 0.285 -1.024 -1.548  C5 1.359
8 C 0.623 -0.537 1.226  H2 1.155, H3 1.103, C9 1.312
9 C -0.134 0.235 0.483  C5 1.635, F6 1.361, C8 1.312

As for the SMILES: C=C(F)C(F)(Cl)Cl. The HOMO energy is -0.390 Ha. Its lowest unoccupied orbital energy is 0.761 eV. The value obtained for the frontier orbital gap is 0.41780 Eh.

Atomic partial charges in e from the Löwdin method, atoms 1 to 4: Cl 0.680; H 0.115; H 0.082; Cl 0.675

***

Computed ΔE to the lowest compared entry with this formula, charge and spin (eV) in order:
6.8657; 3.7022; 0.4945
Computed energy (eV) in order:
-14559.0347; -6380.1573; -33621.9659